<A>
This record from OMol25 describes 2 unconnected molecules or ions with the total composition CH4FN2O. The level of theory is ωB97M-V/def2-TZVPD.

Last column: Löwdin charge in e.
Positions of all 9 atoms, in Å:
C1 -0.9460 -0.1936 0.0532  -0.16
N1 1.1606 1.6937 -0.0950  0.23
N2 -1.2135 -1.4269 0.2702  0.17
O1 2.2131 0.9870 -0.1644  0.11
F1 -1.7501 0.4527 -0.7150  0.11
H1 0.8157 1.4456 0.8965  0.11
H2 -0.9164 -2.1359 0.9097  0.13
H3 -2.0195 -1.9453 -0.1983  0.18
H4 2.6561 1.1227 -0.9569  0.12

E_HOMO (alpha / beta) = -15.199 / -14.165 eV
Multiplicity = 1
Total charge = +1

***

<B>
This record from OMol25 describes 2 unconnected molecules or ions with the total composition CH4FN2O. The level of theory is ωB97M-V/def2-TZVPD.

Last column: Löwdin charge in e.
Positions of all 9 atoms, in Å:
C1 -0.9031 -0.0136 -0.5036  -0.14
N1 -1.0330 -1.2915 -0.2449  0.20
N2 1.2377 1.0772 0.3286  0.19
O1 1.2425 2.2724 -0.1059  0.10
F1 -1.7106 0.5785 -1.2611  0.19
H1 -0.2642 -1.8270 0.2114  0.16
H2 -1.9095 -1.7789 -0.2706  0.13
H3 1.4323 0.3409 -0.2453  0.03
H4 0.8034 2.9014 0.4658  0.16

E_HOMO (alpha / beta) = -15.325 / -14.788 eV
Multiplicity = 1
Total charge = +1

***

Which one is most stable, and which one is least stable? <B> is the most stable of them, while <A> is the least stable.

***

<A>
This record from OMol25 describes a gas-phase ion, C5H8NO (charge +1). The level of theory is ωB97M-V/def2-TZVPD.

Last column: Löwdin charge in e.
Positions of all 15 atoms, in Å:
C1 1.0265 -0.6206 -2.5357  0.18
C2 0.4015 0.0856 -1.8372  -0.08
C3 -0.5200 0.3477 1.8384  0.07
C4 -0.4651 -0.1337 0.4264  -0.47
C5 -0.3163 0.8155 -0.8416  -0.09
N1 0.8031 -0.0065 1.2139  0.18
O1 -0.8362 -1.4010 0.1292  0.10
H1 1.5369 -1.1864 -3.3237  0.08
H2 -0.7664 1.4317 2.1019  0.17
H3 -0.7373 -0.2949 2.6192  0.11
H4 0.1151 1.7202 -0.5380  0.11
H5 -1.3636 1.0125 -1.2006  0.16
H6 1.5587 0.4847 0.8572  0.14
H7 1.1439 -0.9691 1.5352  0.22
H8 -1.5807 -1.2856 -0.4446  0.12

E_HOMO (alpha / beta) = -8.162 / -14.723 eV
Expectation value of S² = 2.006
Multiplicity = 3
Total charge = +1

***

<B>
This record from OMol25 describes a gas-phase ion, C5H8NO (charge +1). The level of theory is ωB97M-V/def2-TZVPD.

Last column: Löwdin charge in e.
Positions of all 15 atoms, in Å:
C1 3.6634 -0.6605 0.0240  0.29
C2 2.5229 -0.2166 -0.0485  0.09
C3 1.2391 0.3812 0.1451  -0.45
C4 -2.2918 0.3021 0.3190  0.01
C5 0.0014 -0.5804 0.0242  -0.06
N1 -1.0706 0.2685 -0.4859  -0.01
O1 1.0123 1.5709 0.1908  0.07
H1 4.6151 -1.1277 -0.1434  0.08
H2 -1.9799 0.1685 1.3761  0.13
H3 -2.8842 1.2018 0.2324  0.12
H4 -2.9025 -0.4567 0.0689  0.07
H5 0.2174 -1.1668 -0.8560  0.13
H6 -0.1083 -1.1882 0.9199  0.15
H7 -1.1919 0.1925 -1.4637  0.17
H8 -0.8424 1.3112 -0.3029  0.19

E_HOMO (alpha / beta) = -10.915 / -14.391 eV
Expectation value of S² = 2.014
Multiplicity = 3
Total charge = +1

***

Which one is most stable, and which one is least stable? <B> is the most stable of them, while <A> is the least stable.

***

<A>
This record from OMol25 describes a molecular structure, C24H26BF5N10O4S3Ti. The level of theory is ωB97M-V/def2-TZVPD.

Last column: Löwdin charge in e.
Positions of all 74 atoms, in Å:
Ti1 -1.0090 -0.4593 -0.5902  1.11
C1 -1.3742 -3.9298 -1.7105  -0.01
C2 -0.1889 -3.5211 -0.9098  -0.33
C3 0.9993 -4.2241 -0.7280  0.02
C4 1.7980 -3.3987 0.0378  -0.03
N1 1.1218 -2.2819 0.3260  0.04
N2 -0.1045 -2.3454 -0.2751  -0.04
B1 1.4826 -1.0747 1.2468  -0.64
N3 0.1849 -0.7248 2.0454  0.04
C5 -0.0293 -0.8653 3.3508  0.00
C6 -1.3087 -0.4192 3.6442  0.03
C7 -1.8527 -0.0216 2.4338  -0.28
C8 -3.2066 0.5274 2.1595  0.00
N4 -0.9310 -0.2006 1.4590  -0.01
N5 1.7964 0.1533 0.3651  0.05
C9 2.8480 0.9666 0.2530  -0.01
C10 2.5887 1.8948 -0.7395  0.02
C11 1.3217 1.5892 -1.2188  -0.33
C12 0.5538 2.3047 -2.2743  -0.04
N6 0.8511 0.5140 -0.5547  -0.06
N7 2.5723 -1.4495 2.2058  -0.01
C13 2.7199 -2.6046 2.9122  -0.09
C14 3.6149 -2.3720 3.9196  -0.01
C15 3.9689 -1.0108 3.7822  -0.34
C16 4.9051 -0.2058 4.6194  -0.03
N8 3.3299 -0.4627 2.7656  0.12
H1 -1.0806 -4.0476 -2.7548  0.09
H2 -1.7500 -4.8905 -1.3582  0.10
H3 -2.1891 -3.2132 -1.6549  0.06
H4 1.2434 -5.1987 -1.1118  0.12
H5 2.8001 -3.5353 0.4085  0.14
H6 0.7497 -1.2532 3.9871  0.13
H7 -1.7825 -0.3783 4.6088  0.12
H8 -3.6413 0.9042 3.0834  0.10
H9 -3.1739 1.3343 1.4302  0.07
H10 -3.8657 -0.2453 1.7661  0.09
H11 3.6918 0.8414 0.9071  0.12
H12 3.2259 2.6970 -1.0674  0.12
H13 1.0457 2.1771 -3.2393  0.09
H14 -0.4741 1.9668 -2.3737  0.04
H15 0.5350 3.3714 -2.0457  0.09
H16 2.1669 -3.4973 2.6700  0.12
H17 3.9722 -3.0793 4.6480  0.11
H18 5.7210 -0.8193 4.9985  0.08
H19 5.3295 0.6099 4.0370  0.08
H20 4.3909 0.2267 5.4787  0.08
O1 -4.4562 0.5130 -0.7201  -0.21
S1 -3.5317 -0.3439 -1.3646  0.43
O2 -3.9472 -1.0859 -2.5142  -0.26
O3 -2.1967 0.4510 -1.7106  -0.44
O4 -2.7800 -1.2736 -0.3659  -0.39
F1 -0.2680 5.4135 3.7156  0.17
C17 -0.8401 5.2155 2.5438  -0.11
C18 -0.7821 3.9534 1.9586  -0.14
F2 -0.1582 2.9582 2.5822  0.14
C19 -1.3813 3.7657 0.7407  -0.23
F3 -1.3240 2.5422 0.1976  0.05
C20 -2.0642 4.7965 0.0460  -0.57
S2 -2.7917 4.5010 -1.4562  0.85
C21 -2.0980 6.0520 0.6847  -0.23
F4 -2.7139 7.0681 0.1124  0.13
C22 -1.4958 6.2623 1.9088  -0.14
F5 -1.5353 7.4519 2.4901  0.15
C23 -0.5763 -2.1286 -6.7498  -0.06
N9 0.0061 -1.8220 -5.4565  -0.05
C24 -0.6812 -1.3931 -4.3930  -0.78
N10 -1.9972 -1.2731 -4.5007  0.17
S3 0.2243 -1.0138 -2.9906  0.81
H21 0.1897 -2.5839 -7.3704  0.10
H22 -0.9460 -1.2334 -7.2536  0.10
H23 -1.3849 -2.8540 -6.6459  0.09
H24 1.0075 -1.8131 -5.3580  0.12
H25 -2.4744 -1.4921 -5.3590  0.11
H26 -2.5704 -0.9828 -3.7150  0.05

E_HOMO (alpha / beta) = -11.250 / -11.499 eV
Expectation value of S² = 0.777
Multiplicity = 2
Total charge = +1

***

<B>
This record from OMol25 describes a molecular structure, C24H26BF5N10O4S3Ti. The level of theory is ωB97M-V/def2-TZVPD.

Last column: Löwdin charge in e.
Positions of all 74 atoms, in Å:
Ti1 -0.0731 0.6113 0.0168  1.10
C1 0.8270 -3.1370 0.9243  -0.06
C2 0.6587 -2.6209 -0.4649  -0.29
C3 0.8566 -3.3524 -1.6368  0.01
C4 0.6087 -2.4722 -2.6651  -0.02
N1 0.2698 -1.2901 -2.1388  0.03
N2 0.2993 -1.3697 -0.7746  0.00
B1 0.0560 0.0890 -2.8199  -0.63
N3 1.2915 0.9430 -2.3796  0.06
C5 2.2822 1.5514 -3.0346  0.00
C6 3.3077 1.8095 -2.1429  0.03
C7 2.8805 1.3417 -0.9096  -0.29
C8 3.6303 1.3337 0.3778  -0.01
N4 1.6494 0.8131 -1.0525  -0.02
N5 -1.2923 0.6527 -2.1818  0.00
C9 -2.2150 1.3841 -2.8245  -0.01
C10 -3.3905 1.3490 -2.1093  0.04
C11 -3.1266 0.5715 -0.9799  -0.29
C12 -4.0768 0.1236 0.0777  -0.01
N6 -1.8499 0.1575 -1.0152  -0.01
N7 -0.1170 -0.0300 -4.3003  -0.01
C13 -0.9885 -0.8617 -4.9307  -0.08
C14 -1.1076 -0.4416 -6.2242  0.00
C15 -0.2803 0.7058 -6.3083  -0.34
C16 -0.0359 1.5799 -7.4953  -0.03
N8 0.2988 0.9594 -5.1478  0.12
H1 1.2898 -4.1213 0.8800  0.09
H2 -0.1331 -3.2423 1.4295  0.06
H3 1.4650 -2.4842 1.5218  0.03
H4 1.1543 -4.3841 -1.7120  0.12
H5 0.6606 -2.6026 -3.7329  0.13
H6 2.1853 1.7315 -4.0925  0.12
H7 4.2530 2.2777 -2.3581  0.12
H8 3.5071 2.2809 0.8994  0.08
H9 4.6896 1.1944 0.1670  0.09
H10 3.2977 0.5341 1.0381  0.03
H11 -1.9768 1.8412 -3.7736  0.14
H12 -4.3269 1.8087 -2.3766  0.12
H13 -4.8661 -0.4673 -0.3888  0.10
H14 -4.5440 0.9730 0.5741  0.09
H15 -3.5810 -0.4950 0.8207  0.07
H16 -1.4635 -1.6799 -4.4120  0.13
H17 -1.7008 -0.8879 -7.0050  0.11
H18 0.2837 0.9906 -8.3546  0.08
H19 0.7356 2.3131 -7.2698  0.08
H20 -0.9425 2.1135 -7.7835  0.08
O1 -0.4647 3.7047 1.7200  -0.20
S1 0.3711 3.0139 0.8061  0.47
O2 1.5751 3.6252 0.3692  -0.21
O3 0.6789 1.5402 1.3829  -0.46
O4 -0.4350 2.4297 -0.3924  -0.34
F1 -3.0664 3.5000 5.6238  0.16
C17 -2.4970 2.5286 4.9272  -0.11
C18 -2.6205 2.4973 3.5483  -0.14
F2 -3.3188 3.4274 2.9138  0.16
C19 -2.0079 1.4735 2.8639  -0.24
F3 -2.1377 1.3999 1.5265  0.02
C20 -1.2888 0.4643 3.4772  -0.48
S2 -0.5787 -0.8266 2.5351  0.77
C21 -1.2074 0.5156 4.8611  -0.21
F4 -0.5638 -0.4450 5.5391  0.07
C22 -1.7891 1.5350 5.5861  -0.13
F5 -1.6885 1.5617 6.9092  0.15
C23 1.1000 -3.7088 5.5686  -0.04
N9 1.0688 -2.4598 4.8248  -0.04
C24 2.1307 -1.8572 4.3102  -0.82
N10 3.3315 -2.4193 4.4905  0.14
S3 1.9878 -0.4037 3.4184  0.76
H21 0.0933 -3.9274 5.9103  0.10
H22 1.7379 -3.6237 6.4499  0.10
H23 1.4424 -4.5350 4.9437  0.10
H24 0.1847 -2.0013 4.6585  0.05
H25 3.4690 -3.1828 5.1311  0.10
H26 4.1430 -1.9213 4.1660  0.11

E_HOMO (alpha / beta) = -10.715 / -11.453 eV
Expectation value of S² = 0.757
Multiplicity = 2
Total charge = +1

***

Which one is most stable, and which one is least stable? <A> is the most stable of them, while <B> is the least stable.